Entry 1:
Computed, not measured: a structure of composition C21H36P2PbS, with the ωB97M-V functional and the def2-TZVPD basis.

Element x y z (Å)
P (-0.926, -1.704, -1.491)
P (-0.423, 1.628, -2.080)
C (-1.582, -0.773, -2.956)
C (-0.688, 0.379, -3.396)
H (-2.586, -0.437, -2.689)
H (-1.677, -1.475, -3.791)
H (0.280, 0.054, -3.806)
H (-1.194, 0.912, -4.213)
C (-1.944, 2.537, -1.888)
H (-1.890, 3.084, -0.940)
H (-2.802, 1.860, -1.897)
H (-2.013, 3.240, -2.721)
C (0.503, 2.722, -3.244)
H (-0.158, 2.919, -4.097)
H (1.428, 2.253, -3.615)
H (0.734, 3.668, -2.743)
C (-1.949, -3.207, -1.094)
H (-2.002, -3.258, -0.003)
H (-1.467, -4.148, -1.426)
H (-2.981, -3.083, -1.456)
C (0.087, -2.733, -2.721)
H (0.938, -2.178, -3.130)
H (-0.573, -2.970, -3.567)
H (0.452, -3.680, -2.302)
Pb (-3.140, -0.905, 0.589)
C (2.403, 2.355, -1.080)
C (1.190, 1.926, -0.581)
C (0.951, 0.713, 0.431)
C (1.856, -0.517, 0.249)
C (1.891, -1.049, -1.151)
C (2.425, -0.404, -2.210)
C (3.668, 0.367, -2.089)
C (3.626, 1.576, -1.059)
C (-1.938, -2.129, 2.049)
H (2.437, 3.401, -1.442)
H (0.573, 2.753, -0.165)
H (-0.103, 0.351, 0.447)
H (1.081, 1.105, 1.447)
H (2.876, -0.276, 0.599)
H (1.497, -1.348, 0.892)
H (1.768, -2.142, -1.250)
H (2.124, -0.692, -3.230)
H (3.976, 0.748, -3.076)
H (4.429, -0.340, -1.731)
H (3.977, 1.197, -0.070)
H (4.369, 2.305, -1.385)
H (-2.275, -2.135, 3.098)
H (-0.894, -1.791, 1.941)
H (-2.086, -3.128, 1.621)
S (-2.037, 1.049, 2.878)
C (-1.504, 0.577, 4.423)
C (-0.132, 0.408, 4.795)
C (0.191, 0.126, 6.118)
C (-0.829, -0.120, 7.059)
C (-2.186, 0.008, 6.698)
C (-2.522, 0.313, 5.392)
H (0.657, 0.437, 4.048)
H (1.239, 0.027, 6.437)
H (-0.574, -0.456, 8.069)
H (-2.983, -0.203, 7.423)
H (-3.564, 0.287, 5.084)

Values from the calculation:
- HOMO level (eV) = -6.39
- ΔE to the lowest compared entry with this formula, charge and spin (kcal per mole) = 110.2
- spin multiplicity = 1
- Kohn-Sham gap (Ha) = 0.1834

Entry 2:
Computed, not measured: a structure of composition C21H36P2PbSe, with the ωB97M-V functional and the def2-TZVPD basis.

Element x y z (Å)
P (-0.196, 1.978, -0.295)
P (-1.077, -1.662, 1.372)
C (-0.779, 0.346, -1.028)
C (-1.619, -0.508, -0.028)
H (0.026, -0.260, -1.484)
H (-1.437, 0.650, -1.890)
H (-2.232, 0.166, 0.599)
H (-2.342, -1.014, -0.693)
C (0.183, -2.824, 0.713)
H (0.774, -3.271, 1.522)
H (0.880, -2.273, 0.062)
H (-0.274, -3.658, 0.160)
C (-2.579, -2.614, 1.673)
H (-2.775, -3.367, 0.886)
H (-3.434, -1.918, 1.742)
H (-2.447, -3.137, 2.636)
C (1.190, 2.586, -1.374)
H (1.451, 3.583, -0.984)
H (0.807, 2.628, -2.391)
H (2.181, 2.050, -1.509)
C (-1.666, 2.950, -0.861)
H (-2.641, 2.577, -0.483)
H (-1.697, 2.939, -1.966)
H (-1.538, 4.000, -0.535)
Pb (2.558, 0.457, -0.247)
C (-0.669, -1.944, -2.653)
C (0.591, -2.414, -2.582)
C (1.429, -2.299, -3.834)
C (1.401, -0.931, -4.529)
C (1.103, 0.308, -3.740)
C (-0.111, 0.891, -3.785)
C (-1.305, 0.102, -4.245)
C (-1.344, -1.414, -3.887)
C (2.369, 1.840, 1.670)
H (-1.392, -2.147, -1.842)
H (0.855, -3.157, -1.799)
H (1.081, -3.051, -4.571)
H (2.459, -2.566, -3.595)
H (2.347, -0.773, -5.049)
H (0.704, -1.057, -5.362)
H (1.954, 0.778, -3.251)
H (-0.263, 1.973, -3.615)
H (-1.405, 0.186, -5.352)
H (-2.215, 0.570, -3.865)
H (-2.402, -1.736, -3.803)
H (-0.976, -1.905, -4.788)
H (2.402, 1.296, 2.676)
H (1.587, 2.650, 1.778)
H (3.337, 2.347, 1.588)
Se (-0.146, 0.217, 2.956)
C (0.155, 0.619, 4.849)
C (1.228, -0.055, 5.479)
C (1.630, 0.308, 6.771)
C (1.058, 1.405, 7.436)
C (-0.021, 2.059, 6.815)
C (-0.495, 1.675, 5.555)
H (1.744, -0.841, 4.940)
H (2.439, -0.219, 7.275)
H (1.405, 1.770, 8.395)
H (-0.519, 2.925, 7.272)
H (-1.335, 2.187, 5.092)

Values from the calculation:
- HOMO level (eV) = -14.09
- ΔE to the lowest compared entry with this formula, charge and spin (kcal per mole) = 75.3
- charge = +2
- spin multiplicity = 1
- Kohn-Sham gap (Ha) = 0.2315

Entry 3:
Computed, not measured: a structure of composition C21H37FeN9SbSe2, with the ωB97M-V functional and the def2-TZVPD basis.

Element x y z (Å)
Fe (-0.911, 2.520, -0.318)
C (-3.971, 4.595, 0.663)
Se (-3.306, 3.360, -0.670)
C (-4.392, 1.807, -0.226)
C (-3.851, 0.651, -1.041)
Se (-1.977, 0.195, -0.693)
C (-2.248, -0.642, 1.035)
H (-3.652, 4.303, 1.659)
H (-5.055, 4.617, 0.585)
H (-3.545, 5.558, 0.398)
H (-5.424, 2.020, -0.508)
H (-4.366, 1.601, 0.843)
H (-3.894, 0.877, -2.108)
H (-4.414, -0.268, -0.878)
H (-2.977, -1.437, 0.897)
H (-2.573, 0.078, 1.776)
H (-1.285, -1.064, 1.314)
N (1.897, 3.969, -1.470)
C (1.960, 2.683, -1.001)
N (3.072, 1.993, -0.868)
N (2.669, 0.810, -0.358)
N (1.402, 0.790, -0.181)
N (0.891, 1.970, -0.617)
C (0.777, 4.738, -1.315)
N (0.717, 6.031, -1.542)
N (-0.565, 6.361, -1.261)
N (-1.235, 5.344, -0.888)
N (-0.410, 4.255, -0.914)
H (2.766, 4.438, -1.665)
C (-0.617, 3.018, 4.378)
C (0.489, 3.200, 3.561)
C (0.381, 3.061, 2.184)
C (-0.842, 2.730, 1.603)
C (-1.949, 2.571, 2.429)
C (-1.841, 2.706, 3.808)
H (-0.527, 3.125, 5.451)
H (1.451, 3.448, 3.992)
H (1.271, 3.205, 1.584)
H (-2.923, 2.352, 2.009)
H (-2.717, 2.574, 4.430)
C (-0.550, -4.666, -1.822)
C (0.633, -4.574, -0.859)
C (0.313, -5.310, 0.438)
Sb (1.025, -2.461, -0.481)
C (2.785, -2.590, 0.775)
C (3.733, -3.729, 0.422)
C (2.383, -2.617, 2.247)
C (2.059, -1.993, -2.342)
C (1.159, -1.144, -3.237)
C (2.597, -3.195, -3.109)
H (-0.775, -5.708, -2.073)
H (-0.372, -4.132, -2.757)
H (-1.450, -4.238, -1.371)
H (1.515, -5.023, -1.321)
H (-0.509, -4.827, 0.975)
H (1.169, -5.347, 1.114)
H (0.006, -6.342, 0.237)
H (3.282, -1.638, 0.571)
H (3.255, -4.705, 0.521)
H (4.601, -3.724, 1.091)
H (4.109, -3.642, -0.598)
H (1.845, -3.534, 2.506)
H (1.742, -1.771, 2.503)
H (3.269, -2.567, 2.888)
H (2.899, -1.381, -2.005)
H (0.268, -1.699, -3.545)
H (1.688, -0.845, -4.148)
H (0.825, -0.236, -2.732)
H (1.793, -3.835, -3.475)
H (3.263, -3.815, -2.507)
H (3.162, -2.858, -3.985)

Values from the calculation:
- ⟨S²⟩ = 0.834
- HOMO level (spin up / spin down) (eV) = -7.73 / -7.73
- ΔE to the lowest compared entry with this formula, charge and spin (kcal per mole) = 2.2
- spin multiplicity = 2
- Kohn-Sham gap (spin up / spin down) (Ha) = 0.2376 / 0.2577

Entry 4:
Computed, not measured: a cluster of 4 separate species, C21H38ClF3I2N3O3S in total, with the ωB97M-V functional and the def2-TZVPD basis.

Element x y z (Å)
C (3.949, -4.450, 3.053)
C (2.684, -4.847, 2.134)
N (1.563, -3.948, 2.537)
N (0.850, -3.435, 1.464)
C (1.373, -2.557, 0.603)
I (3.322, -1.662, 0.500)
C (0.193, -2.227, -0.428)
I (0.775, -3.633, -2.061)
C (0.217, -0.850, -1.216)
C (-0.277, 0.414, -0.392)
C (-0.076, 0.322, 1.191)
Cl (0.789, 1.831, -0.968)
C (-1.210, -2.869, 0.079)
S (-1.724, -3.910, -1.403)
C (-2.462, -1.931, 0.380)
C (-3.796, -2.838, 0.490)
C (-4.899, -1.999, 1.290)
F (-4.528, -1.800, 2.634)
F (-6.147, -2.600, 1.286)
F (-4.954, -0.739, 0.691)
C (-0.593, -3.799, 1.218)
N (-1.410, -4.226, 2.377)
H (4.501, -3.556, 2.640)
H (4.690, -5.302, 3.134)
H (3.603, -4.191, 4.109)
H (2.932, -4.818, 1.032)
H (2.445, -5.936, 2.379)
H (1.859, -3.219, 3.194)
H (1.263, -0.736, -1.655)
H (-0.474, -0.949, -2.122)
H (-1.337, 0.742, -0.651)
H (-0.543, 1.226, 1.729)
H (1.047, 0.337, 1.417)
H (-0.464, -0.640, 1.660)
H (-2.020, -5.135, -0.823)
H (-2.409, -1.360, 1.351)
H (-2.625, -1.279, -0.534)
H (-4.254, -3.073, -0.512)
H (-3.637, -3.779, 1.092)
H (-0.453, -4.791, 0.650)
H (-0.807, -4.759, 3.025)
H (-2.039, -4.952, 1.994)
C (-0.995, 2.591, -4.698)
C (-1.706, 1.294, -4.420)
O (-1.543, 0.696, -3.372)
C (-2.627, 0.766, -5.487)
H (-0.367, 2.849, -3.843)
H (-0.361, 2.485, -5.580)
H (-1.724, 3.389, -4.851)
H (-2.065, 0.579, -6.404)
H (-3.428, 1.483, -5.675)
H (-3.070, -0.173, -5.150)
C (-1.221, 4.476, 3.509)
C (-0.666, 4.213, 2.135)
O (-0.197, 3.129, 1.838)
C (-0.712, 5.342, 1.141)
H (-1.122, 3.576, 4.118)
H (-0.664, 5.285, 3.987)
H (-2.279, 4.737, 3.439)
H (-0.132, 6.189, 1.514)
H (-1.747, 5.641, 0.966)
H (-0.278, 5.010, 0.196)
C (3.808, 3.200, -1.246)
C (3.730, 4.681, -1.507)
O (2.805, 5.163, -2.127)
C (4.845, 5.540, -0.970)
H (2.940, 2.710, -1.691)
H (4.713, 2.789, -1.699)
H (3.804, 3.011, -0.170)
H (5.796, 5.233, -1.410)
H (4.888, 5.455, 0.118)
H (4.657, 6.582, -1.232)

Values from the calculation:
- HOMO level (eV) = -10.27
- ΔE to the lowest compared entry with this formula, charge and spin (kcal per mole) = 93.3
- charge = +1
- spin multiplicity = 1
- Kohn-Sham gap (Ha) = 0.2187

Entry 5:
Computed, not measured: a cluster of 3 separate species, C21H38O9 in total, with the ωB97M-V functional and the def2-TZVPD basis.

Element x y z (Å)
C (2.057, -1.460, -0.237)
C (2.046, -0.169, -0.564)
C (1.381, 0.781, 0.370)
O (1.494, 0.679, 1.582)
O (0.661, 1.794, -0.161)
C (-0.195, 1.450, -1.263)
C (-1.631, 1.796, -0.935)
C (-2.523, 1.365, -2.095)
C (-4.027, 1.506, -1.835)
C (-4.494, 1.164, -0.428)
C (-4.834, -0.330, -0.198)
C (-4.146, -0.807, 1.048)
O (-4.659, -0.748, 2.149)
O (-2.838, -1.235, 0.926)
C (-2.668, -2.445, 0.173)
C (-1.506, -2.268, -0.797)
O (-1.625, -3.100, -1.929)
C (-2.468, -2.575, -2.933)
H (2.241, -2.246, -0.950)
H (1.843, -1.753, 0.778)
H (2.491, 0.159, -1.490)
H (-0.152, 0.397, -1.515)
H (0.119, 2.041, -2.118)
H (-1.888, 1.237, -0.042)
H (-1.721, 2.852, -0.716)
H (-2.289, 2.020, -2.932)
H (-2.230, 0.369, -2.415)
H (-4.361, 2.493, -2.125)
H (-4.536, 0.823, -2.512)
H (-3.831, 1.520, 0.344)
H (-5.428, 1.688, -0.271)
H (-4.638, -0.940, -1.072)
H (-5.892, -0.420, 0.001)
H (-2.387, -3.208, 0.888)
H (-3.570, -2.753, -0.341)
H (-1.449, -1.219, -1.081)
H (-0.575, -2.539, -0.314)
H (-3.001, -3.393, -3.399)
H (-1.879, -2.058, -3.685)
H (-3.189, -1.880, -2.514)
C (0.356, 2.713, 3.980)
C (-0.690, 3.809, 3.986)
O (-1.475, 3.794, 2.791)
C (-2.553, 3.014, 2.630)
C (-2.846, 1.921, 3.629)
O (-3.221, 3.155, 1.641)
H (-0.097, 1.723, 3.953)
H (0.981, 2.782, 4.871)
H (0.990, 2.799, 3.098)
H (-1.330, 3.769, 4.868)
H (-0.206, 4.784, 3.993)
H (-2.401, 0.993, 3.272)
H (-3.924, 1.792, 3.686)
H (-2.487, 2.128, 4.635)
C (7.834, -0.824, -1.958)
C (6.388, -0.848, -1.507)
O (5.716, -2.036, -1.930)
C (5.755, -3.191, -1.237)
C (6.751, -3.346, -0.110)
O (5.038, -4.091, -1.567)
H (8.407, -1.640, -1.517)
H (8.305, 0.118, -1.677)
H (7.891, -0.934, -3.041)
H (6.288, -0.711, -0.429)
H (5.843, -0.032, -1.978)
H (7.650, -3.823, -0.500)
H (6.308, -3.991, 0.644)
H (7.022, -2.414, 0.380)

Values from the calculation:
- HOMO level (eV) = -9.90
- spin multiplicity = 1
- Kohn-Sham gap (Ha) = 0.3873

Entry 6:
Computed, not measured: a structure of composition C21H39As3BrN3OPt, with the ωB97M-V functional and the def2-TZVPD basis.

Element x y z (Å)
Pt (0.112, -0.411, -0.390)
O (-4.887, 3.164, 0.766)
C (-3.830, 2.367, 0.698)
C (-3.894, 0.978, 0.557)
C (-2.719, 0.282, 0.462)
N (-1.489, 0.837, 0.492)
C (-1.452, 2.169, 0.695)
Br (0.196, 3.031, 0.900)
C (-2.574, 2.960, 0.797)
H (-5.723, 2.685, 0.688)
H (-4.842, 0.455, 0.556)
H (-2.734, -0.795, 0.395)
H (-2.496, 4.024, 0.967)
C (-2.857, -1.868, -2.252)
As (-1.265, -0.763, -2.309)
C (-1.972, 0.911, -2.967)
C (-0.296, -1.332, -3.886)
C (0.506, -2.638, -3.857)
C (0.971, -2.904, -5.297)
C (1.766, -2.465, -3.003)
As (1.622, -2.166, -1.080)
C (1.330, -3.907, -0.298)
C (3.502, -1.899, -0.743)
C (-0.354, -3.814, -3.372)
As (0.533, -5.596, -3.429)
C (-0.002, -6.234, -5.194)
C (-0.818, -6.563, -2.399)
H (-3.228, -1.978, -3.270)
H (-3.623, -1.379, -1.656)
H (-2.650, -2.847, -1.830)
H (-2.562, 0.723, -3.862)
H (-1.149, 1.581, -3.211)
H (-2.596, 1.383, -2.210)
H (0.375, -0.499, -4.121)
H (-1.042, -1.366, -4.685)
H (1.483, -2.034, -5.712)
H (0.119, -3.136, -5.940)
H (1.666, -3.744, -5.329)
H (2.348, -1.616, -3.375)
H (2.389, -3.357, -3.091)
H (1.788, -4.646, -0.954)
H (0.271, -4.122, -0.170)
H (1.812, -3.927, 0.679)
H (4.021, -2.751, -1.181)
H (3.708, -1.859, 0.325)
H (3.846, -0.980, -1.211)
H (-1.269, -3.874, -3.969)
H (-0.649, -3.662, -2.328)
H (0.643, -5.835, -5.972)
H (-1.041, -5.986, -5.415)
H (0.104, -7.318, -5.184)
H (-0.788, -6.282, -1.347)
H (-0.595, -7.626, -2.474)
H (-1.819, -6.390, -2.795)
C (3.359, -0.808, 4.129)
C (2.956, -0.290, 2.793)
C (3.598, 0.529, 1.890)
C (2.725, 0.689, 0.805)
N (1.596, 0.014, 1.043)
N (1.768, -0.599, 2.236)
C (2.961, 1.462, -0.447)
H (4.387, -0.534, 4.344)
H (3.273, -1.894, 4.170)
H (2.724, -0.390, 4.912)
H (4.579, 0.961, 1.992)
H (1.009, -1.104, 2.664)
H (3.998, 1.355, -0.766)
H (2.778, 2.523, -0.287)
H (2.301, 1.126, -1.249)

Values from the calculation:
- HOMO level (eV) = -13.24
- ΔE to the lowest compared entry with this formula, charge and spin (kcal per mole) = 13.8
- charge = +2
- spin multiplicity = 1
- Kohn-Sham gap (Ha) = 0.2767

Number 1: largest force on an atom 3.5 eV Å⁻¹. Number 2: largest force on an atom 2.1 eV Å⁻¹. Number 3: largest force on an atom 0.6 eV Å⁻¹. Number 4: largest force on an atom 5.0 eV Å⁻¹. Number 5: largest force on an atom 2.0 eV Å⁻¹. Number 6: largest force on an atom 0.8 eV Å⁻¹.